#one
{"formula": "C19H60N6O19", "method": "ωB97M-V with the def2-TZVPD basis set", "elements": ["N", "C", "N", "O", "H", "H", "H", "H", "N", "C", "N", "O", "H", "H", "H", "H", "N", "C", "N", "O", "H", "H", "H", "H", "O", "C", "C", "O", "H", "H", "H", "H", "H", "H", "O", "C", "C", "O", "H", "H", "H", "H", "H", "H", "O", "C", "C", "O", "H", "H", "H", "H", "H", "H", "O", "C", "C", "O", "H", "H", "H", "H", "H", "H", "O", "C", "C", "O", "H", "H", "H", "H", "H", "H", "O", "C", "C", "O", "H", "H", "H", "H", "H", "H", "O", "C", "C", "O", "H", "H", "H", "H", "H", "H", "O", "C", "C", "O", "H", "H", "H", "H", "H", "H"], "xyz": [[15.51, 14.08, 5.99], [14.47, 13.46, 6.52], [13.39, 14.18, 6.44], [14.42, 12.34, 7.02], [15.23, 14.98, 5.63], [16.27, 13.47, 5.72], [13.36, 15.05, 5.94], [12.58, 13.79, 6.90], [10.66, 8.12, 14.73], [9.87, 8.27, 13.73], [10.48, 8.91, 12.74], [8.73, 7.89, 13.66], [10.37, 7.58, 15.53], [11.65, 8.28, 14.63], [11.41, 9.28, 12.77], [9.92, 8.99, 11.91], [11.63, 12.59, 11.15], [12.06, 13.26, 10.11], [12.80, 12.49, 9.35], [11.82, 14.43, 9.91], [11.07, 13.08, 11.84], [12.18, 11.82, 11.49], [12.87, 11.48, 9.40], [13.17, 12.73, 8.44], [14.90, 17.76, 8.77], [13.59, 17.16, 8.66], [12.65, 17.63, 9.86], [12.67, 19.01, 10.04], [15.35, 17.46, 9.57], [13.24, 17.53, 7.70], [13.60, 16.08, 8.59], [13.00, 17.04, 10.70], [11.64, 17.23, 9.76], [13.57, 19.22, 10.28], [7.66, 15.54, 9.25], [8.16, 14.40, 9.95], [6.99, 13.59, 10.52], [6.41, 14.09, 11.67], [8.32, 16.04, 8.75], [8.65, 13.73, 9.24], [8.94, 14.75, 10.64], [7.34, 12.62, 10.87], [6.10, 13.38, 9.92], [7.10, 14.31, 12.29], [9.84, 9.85, 6.33], [9.13, 11.13, 6.23], [10.03, 12.29, 6.70], [11.02, 12.60, 5.68], [10.29, 9.58, 5.52], [8.86, 11.31, 5.19], [8.19, 11.17, 6.77], [10.60, 11.93, 7.55], [9.47, 13.21, 6.87], [11.45, 11.74, 5.64], [6.78, 11.91, 14.18], [8.17, 11.98, 14.53], [8.98, 12.92, 13.69], [8.31, 14.12, 13.72], [6.44, 12.73, 13.80], [8.31, 12.30, 15.57], [8.72, 11.04, 14.46], [9.11, 12.52, 12.69], [10.01, 12.99, 14.03], [8.24, 14.45, 14.62], [13.66, 8.63, 14.43], [14.30, 9.07, 13.30], [14.11, 10.56, 13.14], [12.68, 10.80, 12.86], [14.14, 7.92, 14.87], [15.38, 8.91, 13.39], [13.98, 8.53, 12.41], [14.73, 10.96, 12.34], [14.35, 11.14, 14.03], [12.30, 10.99, 13.72], [10.55, 7.36, 9.18], [11.77, 7.86, 9.63], [11.72, 9.35, 9.82], [11.99, 10.04, 8.64], [10.62, 6.41, 9.14], [12.08, 7.34, 10.54], [12.45, 7.47, 8.87], [12.47, 9.66, 10.56], [10.75, 9.71, 10.16], [11.32, 9.80, 8.00], [15.12, 16.17, 13.66], [13.67, 16.24, 13.75], [13.16, 14.82, 13.96], [13.58, 14.27, 15.22], [15.53, 15.82, 14.46], [13.43, 17.00, 14.48], [13.29, 16.63, 12.81], [13.71, 14.22, 13.23], [12.08, 14.77, 13.78], [13.12, 13.43, 15.28], [17.98, 8.76, 9.05], [16.97, 9.26, 9.93], [15.79, 9.83, 9.20], [16.26, 10.92, 8.37], [18.31, 9.47, 8.49], [16.61, 8.53, 10.66], [17.43, 10.06, 10.51], [14.99, 10.10, 9.88], [15.45, 9.00, 8.58], [15.58, 11.25, 7.77]], "mulliken_charge": [-0.42, 0.74, -0.14, -0.84, 0.15, 0.27, 0.19, -0.15, -0.27, 0.53, 0.06, -0.71, 0.23, 0.21, 0.05, 0.02, 0.77, 0.52, 0.72, -0.62, -0.17, -0.25, -0.32, -0.48, -0.59, 0.14, -0.04, -0.56, 0.32, 0.25, -0.03, -0.10, 0.26, 0.36, -0.62, 0.70, -0.76, -0.61, 0.32, -0.23, 0.15, 0.27, 0.43, 0.33, -0.54, -0.76, 0.68, -0.57, 0.30, 0.32, 0.37, -0.50, 0.46, 0.31, -0.52, -0.33, 0.24, -0.58, 0.41, 0.33, 0.11, 0.04, -0.09, 0.36, -0.56, -0.30, -0.49, -0.73, 0.29, 0.59, 0.05, 0.25, 0.50, 0.23, -0.55, -0.79, 0.68, -0.51, 0.33, 0.44, 0.42, -0.72, 0.40, 0.16, -0.58, -0.36, 0.22, -0.62, 0.34, 0.33, 0.01, 0.26, 0.08, 0.30, -0.58, -0.75, 0.72, -0.53, 0.33, 0.28, 0.36, -0.30, 0.20, 0.44], "homo_energy_ev": -9.61, "lumo_energy_ev": -0.3, "smiles": "NC(N)=O.NC(N)=O.NC(N)=O.OCCO.OCCO.OCCO.OCCO.OCCO.OCCO.OCCO.OCCO", "spin_multiplicity": 1}



#two
{"formula": "C19H60N6O19", "method": "ωB97M-V with the def2-TZVPD basis set", "elements": ["N", "C", "N", "O", "H", "H", "H", "H", "N", "C", "N", "O", "H", "H", "H", "H", "N", "C", "N", "O", "H", "H", "H", "H", "O", "C", "C", "O", "H", "H", "H", "H", "H", "H", "O", "C", "C", "O", "H", "H", "H", "H", "H", "H", "O", "C", "C", "O", "H", "H", "H", "H", "H", "H", "O", "C", "C", "O", "H", "H", "H", "H", "H", "H", "O", "C", "C", "O", "H", "H", "H", "H", "H", "H", "O", "C", "C", "O", "H", "H", "H", "H", "H", "H", "O", "C", "C", "O", "H", "H", "H", "H", "H", "H", "O", "C", "C", "O", "H", "H", "H", "H", "H", "H"], "xyz": [[-2.23, 2.61, 4.95], [-1.90, 2.47, 3.65], [-0.65, 2.72, 3.18], [-2.79, 2.21, 2.74], [-1.54, 2.97, 5.59], [-3.08, 2.28, 5.25], [0.12, 2.93, 3.75], [-0.49, 2.34, 2.26], [-0.41, -2.84, -2.57], [-1.56, -3.61, -2.55], [-2.20, -3.66, -3.76], [-2.04, -4.06, -1.47], [0.16, -2.78, -1.79], [-0.06, -2.36, -3.38], [-1.82, -2.96, -4.42], [-3.21, -3.85, -3.70], [2.49, 3.75, -3.27], [3.03, 2.70, -2.43], [2.53, 2.83, -1.09], [3.80, 1.80, -2.74], [2.85, 3.76, -4.23], [1.45, 3.84, -3.09], [1.72, 3.44, -1.05], [2.42, 1.91, -0.66], [-3.31, 3.08, 0.08], [-2.54, 4.17, -0.42], [-1.06, 4.09, -0.36], [-0.52, 3.36, -1.44], [-3.08, 2.82, 1.00], [-2.94, 4.42, -1.43], [-2.89, 5.00, 0.18], [-0.70, 3.59, 0.54], [-0.72, 5.14, -0.39], [-0.70, 2.43, -1.28], [-0.44, -1.30, -4.89], [-1.44, -0.28, -5.03], [-0.75, 1.08, -4.77], [-0.26, 1.33, -3.48], [0.34, -0.95, -5.30], [-1.87, -0.29, -6.04], [-2.23, -0.56, -4.33], [-1.54, 1.81, -4.97], [0.09, 1.32, -5.49], [-1.03, 1.27, -2.89], [4.92, 0.64, 2.32], [4.87, -0.23, 3.46], [3.53, -0.23, 4.18], [2.54, -0.86, 3.40], [4.51, 0.28, 1.56], [5.29, -1.21, 3.25], [5.56, 0.21, 4.20], [3.22, 0.76, 4.40], [3.73, -0.83, 5.11], [2.49, -0.51, 2.52], [-0.23, -2.42, 3.05], [0.17, -3.69, 2.69], [-0.82, -4.21, 1.63], [-0.49, -3.44, 0.51], [0.50, -1.97, 3.53], [1.16, -3.66, 2.26], [0.18, -4.39, 3.53], [-1.81, -3.96, 2.01], [-0.73, -5.25, 1.52], [-1.07, -3.59, -0.25], [6.80, -0.42, 0.13], [5.92, -0.11, -0.98], [4.69, -0.92, -0.92], [4.00, -0.51, 0.32], [7.02, 0.35, 0.69], [5.69, 0.96, -1.01], [6.50, -0.31, -1.89], [4.79, -2.02, -0.91], [4.10, -0.72, -1.83], [3.20, -1.08, 0.38], [-3.90, -1.26, -2.98], [-3.51, -1.26, -1.60], [-2.36, -0.29, -1.48], [-2.72, 0.96, -2.06], [-4.05, -0.30, -3.15], [-4.38, -0.93, -1.09], [-3.27, -2.29, -1.39], [-1.47, -0.64, -1.93], [-2.14, -0.17, -0.37], [-3.08, 1.59, -1.38], [-3.89, 0.06, 4.02], [-3.86, -1.15, 3.25], [-3.27, -0.99, 1.87], [-1.98, -0.44, 2.02], [-3.63, 0.84, 3.46], [-3.19, -1.89, 3.78], [-4.89, -1.52, 3.14], [-3.83, -0.27, 1.19], [-3.41, -1.98, 1.40], [-1.51, -1.24, 2.35], [-0.49, 1.25, 0.43], [0.54, 0.41, 0.81], [0.73, -0.84, -0.20], [1.72, -1.82, 0.17], [-1.31, 0.82, 0.75], [1.47, 0.99, 0.85], [0.38, -0.02, 1.77], [1.02, -0.39, -1.22], [-0.25, -1.25, -0.39], [1.32, -2.63, 0.59]], "mulliken_charge": [-0.38, 0.76, -0.25, -0.87, 0.19, 0.24, 0.17, -0.17, -0.15, 0.48, -0.41, -0.80, 0.03, 0.23, 0.24, 0.32, -0.54, 0.52, -0.44, -0.57, 0.28, 0.25, 0.31, 0.15, -0.60, -0.83, -0.02, -0.56, 0.23, 0.30, 0.48, -0.07, 0.46, -0.09, -0.62, 0.02, -0.69, -0.07, 0.31, 0.37, -0.12, 0.34, 0.37, -0.11, -0.57, -0.64, -0.38, -0.26, 0.52, 0.26, 0.39, 0.28, 0.32, 0.14, -0.41, -0.58, -0.49, -0.30, 0.16, 0.31, 0.44, 0.18, 0.56, 0.25, -0.57, -0.63, -0.21, -0.22, 0.33, 0.24, 0.39, 0.42, 0.18, 0.16, -0.69, -1.45, 4.22, -0.92, 0.32, 0.47, 0.42, 0.03, -2.41, 0.30, -0.58, -0.46, -0.64, 0.20, 0.36, 0.21, 0.37, 0.36, 0.26, -0.35, 3.08, -1.75, 0.93, -0.79, -1.09, 0.68, 0.38, -0.10, -0.55, 0.23], "homo_energy_ev": -9.46, "lumo_energy_ev": 0.3, "smiles": "NC(N)=O.NC(N)=O.NC(N)=O.OCCO.OCCO.OCCO.OCCO.OCCO.OCCO.OCCO.OCCO", "spin_multiplicity": 1}



#two wins, 0.1045 hartree ahead of the next structure.